85
Properties=species:S:1:pos:R:3:forces:R:3:lowdin_charge:R:1 method="wB97M-V/def2-TZVPD" e_tot_ha=-2002.24946 homo_energy_ev=-10.89 spin_multiplicity=1 gap_ev=6.87 lumo_ev=-4.021 max_force_ev_per_a=0.514 charge=+1
C 3.489329 2.863531 2.046167 0.0 0.1 0.1 -0.062
C 2.831141 1.550674 1.610099 0.2 0.1 0.1 -0.260
N 1.878421 1.686676 0.478364 0.0 0.1 0.3 -0.278
S 0.292154 2.046907 0.741143 -0.2 0.4 -0.2 1.112
O 0.015254 1.507427 2.202778 0.1 -0.2 0.0 -0.330
H 3.282149 3.104526 3.088698 0.0 0.0 0.0 0.078
H 4.571358 2.814682 1.937881 0.0 0.0 0.0 0.083
H 3.148015 3.706915 1.440056 0.0 0.0 0.0 0.076
H 3.567019 0.825070 1.265744 0.0 0.0 -0.1 0.111
H 2.304017 1.072604 2.431193 0.0 -0.1 -0.1 0.101
H 2.219275 2.339831 -0.229138 0.0 -0.4 -0.3 0.110
H 0.263380 3.389879 1.001313 -0.1 0.0 0.1 0.047
H -0.000467 2.196367 2.885181 0.0 0.1 0.0 0.102
C -2.759784 -3.303290 1.631471 -0.1 -0.1 0.0 -0.096
C -2.946422 -3.335039 3.006576 0.0 0.0 0.0 -0.074
C -2.271681 -2.435469 3.821145 -0.1 0.0 0.0 -0.081
C -1.433736 -1.484398 3.254522 0.0 0.0 0.0 -0.102
C -1.258760 -1.451883 1.878316 0.0 0.0 -0.1 -0.116
C -1.905472 -2.369620 1.064286 -0.1 0.0 0.0 -0.103
H -3.308235 -3.990639 1.000640 0.1 0.0 0.0 0.109
H -3.631633 -4.050160 3.441851 0.0 0.0 0.0 0.109
H -2.414759 -2.462791 4.893383 0.0 0.0 0.0 0.106
H -0.924303 -0.768913 3.889299 0.0 0.0 0.0 0.094
H -0.620535 -0.701235 1.431166 0.1 -0.1 0.0 0.063
H -1.774524 -2.334097 -0.010016 0.0 0.0 0.0 0.105
C 4.428448 -3.252001 0.198210 0.0 0.0 0.0 -0.095
C 5.730388 -3.654040 -0.065640 0.0 0.0 0.0 -0.086
C 6.780311 -3.155685 0.694483 0.0 0.0 0.0 -0.083
C 6.530525 -2.254425 1.720134 0.0 0.0 0.0 -0.092
C 5.227832 -1.852695 1.983812 0.0 0.1 0.0 -0.113
C 4.178370 -2.350223 1.223771 -0.1 0.0 0.0 -0.110
H 3.610769 -3.646828 -0.391042 0.0 0.0 0.0 0.095
H 5.924702 -4.362113 -0.860777 0.0 0.0 0.0 0.097
H 7.794489 -3.472279 0.488678 0.0 0.0 0.0 0.106
H 7.348602 -1.870077 2.315303 0.0 0.0 0.0 0.103
H 5.035043 -1.157114 2.792541 0.0 0.0 0.0 0.094
H 3.158968 -2.044544 1.431298 0.0 0.0 0.0 0.092
C -4.095366 4.122814 0.937128 0.0 0.0 0.0 -0.082
C -3.847073 5.084060 1.908642 0.0 0.0 0.0 -0.079
C -3.137062 4.753805 3.054813 0.1 0.0 0.0 -0.084
C -2.674361 3.455068 3.230927 0.1 0.0 -0.1 -0.107
C -2.924181 2.492906 2.257861 0.1 -0.1 0.0 -0.123
C -3.632341 2.824328 1.107804 0.1 0.0 0.0 -0.094
H -4.660045 4.383111 0.051135 0.0 0.0 0.0 0.110
H -4.217961 6.092071 1.777015 0.0 0.0 0.0 0.108
H -2.959396 5.502047 3.816155 0.0 0.0 0.0 0.107
H -2.143832 3.190974 4.140111 -0.1 0.0 0.0 0.103
H -2.584631 1.473183 2.401452 -0.1 0.0 0.0 0.085
H -3.836121 2.068463 0.358863 0.0 0.0 0.0 0.105
C -7.588103 -1.036788 -0.613280 0.0 0.0 0.0 -0.090
C -6.440670 -1.716143 -1.001129 0.0 0.0 0.0 -0.089
C -5.277790 -1.583584 -0.255976 0.1 0.0 0.0 -0.099
C -5.257890 -0.776632 0.874325 0.0 0.0 0.0 -0.104
C -6.405753 -0.098069 1.260828 0.0 0.0 0.0 -0.096
C -7.570272 -0.228413 0.515329 0.0 0.0 0.0 -0.091
H -8.498219 -1.139185 -1.189899 0.0 0.0 0.0 0.104
H -6.455269 -2.348280 -1.879513 0.0 0.0 0.0 0.103
H -4.376673 -2.103660 -0.555370 0.0 0.0 0.0 0.085
H -4.347542 -0.688359 1.457226 0.0 0.0 0.0 0.086
H -6.395634 0.527401 2.144850 0.0 0.0 0.0 0.101
H -8.466909 0.297661 0.816654 0.0 0.0 0.0 0.103
C 0.307516 5.829514 -2.937669 0.0 0.0 0.0 -0.077
C 1.051159 4.889715 -3.640051 0.0 0.0 0.0 -0.078
C 0.838843 3.534699 -3.430696 0.0 0.0 0.0 -0.087
C -0.127328 3.122809 -2.518706 0.2 -0.2 0.0 -0.132
C -0.870089 4.060575 -1.817930 -0.1 0.1 0.3 -0.132
C -0.651317 5.418499 -2.022963 0.0 0.0 0.0 -0.083
H 0.473056 6.885019 -3.108879 0.0 0.0 0.0 0.109
H 1.792444 5.215494 -4.357788 0.0 0.0 0.0 0.109
H 1.412249 2.802262 -3.983824 0.0 0.0 0.0 0.107
H -0.309034 2.063026 -2.373353 -0.1 0.0 -0.1 0.097
H -1.636923 3.742879 -1.117607 0.0 0.0 -0.1 0.083
H -1.234127 6.150727 -1.479298 0.0 0.0 0.0 0.106
C 2.980452 -5.134097 -5.385549 0.0 0.0 0.0 -0.094
C 4.282234 -5.531031 -5.658681 0.0 0.0 0.0 -0.090
C 5.334133 -5.030969 -4.903518 0.0 0.0 0.0 -0.090
C 5.083727 -4.134711 -3.873582 0.0 0.0 0.0 -0.102
C 3.781803 -3.737918 -3.600016 0.0 0.0 0.0 -0.106
C 2.730101 -4.236724 -4.356556 0.0 0.0 0.0 -0.099
H 2.161165 -5.524900 -5.975005 0.0 0.0 0.0 0.102
H 4.477079 -6.231336 -6.460437 0.0 0.0 0.0 0.103
H 6.348980 -5.339916 -5.118088 0.0 0.0 0.0 0.103
H 5.904907 -3.742805 -3.286602 0.0 0.0 0.0 0.092
H 3.588357 -3.037257 -2.796999 0.0 0.0 0.0 0.085
H 1.714057 -3.927864 -4.145038 0.0 0.0 0.0 0.098


12
Properties=species:S:1:pos:R:3:forces:R:3:nbo_charge:R:1 method="wB97M-V/def2-TZVPD" e_tot_ha=-360.59991 homo_energy_ev=-10.24 spin_multiplicity=1 gap_ev=10.89 smiles="O=C[C@H]1CN1C=O" lumo_ev=0.643 max_force_ev_per_a=0.509
O 2.679629 -0.322329 -0.511000 -0.5 0.0 0.0 -0.496
C 1.474120 -0.299306 -0.508807 0.3 0.0 0.1 0.404
C 0.678570 0.402859 0.543486 0.3 0.0 0.1 -0.168
C -0.490368 1.203008 0.039963 -0.1 0.2 -0.2 -0.222
N -0.700601 -0.001989 0.778545 -0.2 -0.1 0.0 -0.427
C -1.271918 -1.117398 0.155362 -0.1 0.0 -0.3 0.526
O -2.020969 -1.059977 -0.788414 0.2 0.0 0.5 -0.546
H 0.876596 -0.783408 -1.313080 0.1 0.1 0.1 0.122
H 1.245796 0.740515 1.407348 -0.1 -0.1 -0.1 0.232
H -0.713842 1.171216 -1.025853 0.1 0.0 0.2 0.220
H -0.744238 2.125300 0.553956 0.1 -0.1 -0.1 0.223
H -1.012771 -2.058488 0.668496 0.0 0.1 -0.1 0.130


9
Properties=species:S:1:pos:R:3:forces:R:3:nbo_charge:R:1 method="wB97M-V/def2-TZVPD" e_tot_ha=-246.84545 homo_energy_ev=-10.07 spin_multiplicity=1 gap_ev=10.49 lumo_ev=0.414 max_force_ev_per_a=3.430
C -1.430390 0.279634 1.176665 0.0 0.3 0.1 -0.244
C 1.073109 0.622091 -2.836069 -0.8 0.7 -3.3 -0.198
C 1.317835 1.556481 0.652841 0.7 0.2 -0.6 0.385
C -1.310874 1.458714 0.986795 -0.8 2.6 -0.3 -0.256
C 1.284462 1.187783 -1.810392 0.0 -0.3 2.2 0.134
N 1.375032 1.431918 -0.518286 0.2 0.3 0.5 -0.576
H -1.489563 -0.762562 1.393867 0.0 0.1 -0.1 0.238
H 0.754582 0.687284 -3.886723 0.5 -0.7 1.0 0.251
H -1.343085 2.614259 0.832040 0.2 -3.1 0.4 0.267


21
Properties=species:S:1:pos:R:3:forces:R:3:nbo_charge:R:1 method="wB97M-V/def2-TZVPD" e_tot_ha=-366.27201 homo_energy_ev=-8.40 spin_multiplicity=1 gap_ev=8.67 lumo_ev=0.276 max_force_ev_per_a=3.577
C 1.364859 0.228847 0.537509 -1.5 -1.6 -2.8 0.194
C 0.810950 -0.126277 -1.136594 2.0 0.5 1.7 -0.721
C 2.864815 -0.009149 0.497879 -0.3 0.1 0.2 -0.636
O 1.046384 1.464960 0.934129 -2.2 1.8 -0.1 -0.779
H -0.108171 1.664422 0.743181 2.9 -0.9 1.1 0.470
H 0.857230 -0.564853 1.109664 0.2 0.0 0.2 0.117
H 3.101134 -0.989846 0.091361 0.0 -0.1 0.0 0.203
H 1.053907 -1.175289 -1.297159 -0.1 -0.1 -0.2 0.193
H 1.534274 0.490395 -1.666184 0.2 -0.1 -0.3 0.209
H -0.127559 0.122203 -1.624463 -0.4 0.0 0.6 0.191
H 3.252089 0.052057 1.516512 0.1 0.0 0.0 0.216
H 3.348179 0.759696 -0.103423 0.0 0.0 0.0 0.210
C -1.871812 -1.046788 0.631208 0.6 -0.2 -0.2 -0.470
C -2.637041 -0.572667 -0.618983 0.0 0.1 -0.2 -0.487
C -1.685377 0.289765 0.081240 -1.4 1.1 1.1 0.407
N -1.441357 1.484371 0.471035 -0.1 -0.6 -0.8 -0.654
H -1.811407 2.221481 -0.124522 -0.1 -0.2 -0.3 0.369
H -3.694205 -0.353945 -0.530332 0.0 0.1 0.0 0.236
H -1.104116 -1.793640 0.485508 0.0 -0.1 -0.1 0.246
H -2.409126 -1.135644 1.566861 0.1 0.2 0.0 0.241
H -2.343650 -1.010097 -1.564428 0.1 -0.1 0.0 0.245